No. 1
{"formula": "C43H115N9O11", "method": "wB97M-V/def2-TZVPD", "total_energy_ha": -3027.43778, "mol_weight_g_mol": 934.4, "smiles": "CC1(C)CCCC(C)(C)N1O.COC[C@H](C)N.COC[C@H](C)N.COC[C@H](C)N.COC[C@H](C)N.COC[C@H](C)N.COC[C@H](C)N.COC[C@H](C)N.COC[C@H](C)N.CO.CO", "homo_lumo_gap_ev": 8.49, "de_lowest_kj_mol": 0.0, "symbols": ["C", "O", "H", "H", "H", "H", "C", "O", "H", "H", "H", "H", "C", "C", "C", "O", "C", "N", "H", "H", "H", "H", "H", "H", "H", "H", "H", "H", "H", "C", "C", "C", "O", "C", "N", "H", "H", "H", "H", "H", "H", "H", "H", "H", "H", "H", "C", "C", "C", "O", "C", "N", "H", "H", "H", "H", "H", "H", "H", "H", "H", "H", "H", "C", "C", "C", "O", "C", "N", "H", "H", "H", "H", "H", "H", "H", "H", "H", "H", "H", "C", "C", "C", "O", "C", "N", "H", "H", "H", "H", "H", "H", "H", "H", "H", "H", "H", "C", "C", "C", "O", "C", "N", "H", "H", "H", "H", "H", "H", "H", "H", "H", "H", "H", "C", "C", "C", "O", "C", "N", "H", "H", "H", "H", "H", "H", "H", "H", "H", "H", "H", "C", "C", "C", "O", "C", "N", "H", "H", "H", "H", "H", "H", "H", "H", "H", "H", "H", "C", "C", "C", "C", "C", "C", "N", "O", "C", "C", "C", "H", "H", "H", "H", "H", "H", "H", "H", "H", "H", "H", "H", "H", "H", "H", "H", "H", "H", "H"], "coordinates": [[5.25, 2.61, -1.06], [6.52, 1.99, -0.87], [4.40, 1.96, -0.85], [5.15, 3.53, -0.48], [5.27, 2.92, -2.11], [6.35, 1.07, -0.65], [-2.51, -1.93, 3.54], [-2.25, -0.54, 3.36], [-2.30, -2.17, 4.58], [-3.56, -2.10, 3.30], [-1.97, -2.58, 2.85], [-1.45, -0.35, 3.85], [-0.95, -1.88, -0.67], [-0.97, -0.53, -1.38], [-0.75, 0.57, -0.37], [0.57, 0.42, 0.12], [1.11, 1.52, 0.83], [0.03, -0.35, -2.44], [-1.83, -2.05, -0.04], [-0.08, -2.08, -0.05], [-1.06, -2.71, -1.37], [-1.96, -0.35, -1.80], [-1.48, 0.59, 0.45], [-0.90, 1.55, -0.85], [0.82, 2.51, 0.47], [2.18, 1.39, 0.94], [0.65, 1.43, 1.83], [0.88, -0.27, -1.89], [0.10, -1.14, -3.06], [-3.46, -5.90, -2.54], [-2.72, -5.25, -1.36], [-3.58, -4.26, -0.56], [-4.80, -4.87, -0.20], [-5.49, -4.14, 0.78], [-2.31, -6.32, -0.40], [-3.49, -5.16, -3.34], [-4.50, -6.14, -2.29], [-2.97, -6.78, -2.94], [-1.79, -4.88, -1.79], [-3.78, -3.35, -1.14], [-2.99, -3.91, 0.30], [-5.36, -3.06, 0.63], [-5.16, -4.43, 1.79], [-6.53, -4.48, 0.81], [-2.22, -7.16, -0.96], [-3.19, -6.45, 0.11], [3.60, 5.50, 4.11], [3.87, 4.06, 3.76], [3.11, 3.04, 4.63], [1.74, 3.17, 4.29], [0.87, 2.33, 5.00], [3.60, 3.86, 2.35], [2.73, 5.90, 3.60], [4.45, 6.18, 4.11], [3.28, 5.49, 5.16], [4.92, 3.92, 4.03], [3.39, 3.27, 5.67], [3.45, 2.02, 4.43], [0.89, 2.60, 6.06], [1.01, 1.25, 4.87], [-0.13, 2.54, 4.60], [3.92, 2.99, 1.95], [2.67, 4.13, 2.08], [-3.16, 2.42, -3.73], [-4.48, 1.67, -3.84], [-5.07, 1.42, -2.42], [-4.10, 0.96, -1.52], [-4.56, 0.47, -0.27], [-5.43, 2.40, -4.66], [-3.38, 3.36, -3.21], [-2.74, 2.76, -4.69], [-2.44, 1.78, -3.23], [-4.30, 0.65, -4.21], [-5.91, 0.73, -2.48], [-5.52, 2.37, -2.10], [-3.85, 0.01, 0.41], [-5.44, -0.13, -0.50], [-4.89, 1.37, 0.26], [-4.98, 2.50, -5.56], [-6.29, 1.86, -4.78], [-3.17, 3.54, 0.79], [-4.06, 4.24, 1.81], [-5.54, 3.96, 1.55], [-6.34, 4.48, 2.57], [-7.72, 4.42, 2.31], [-3.60, 3.74, 3.11], [-3.12, 2.44, 0.81], [-2.13, 3.85, 0.89], [-3.64, 3.64, -0.20], [-3.98, 5.32, 1.63], [-5.69, 2.87, 1.49], [-5.87, 4.29, 0.56], [-8.28, 4.90, 3.11], [-8.10, 3.40, 2.31], [-7.96, 4.89, 1.35], [-3.44, 2.74, 3.06], [-4.38, 3.85, 3.77], [5.81, -1.93, -2.80], [4.41, -1.37, -2.69], [3.29, -2.40, -2.83], [3.47, -3.52, -1.99], [2.70, -4.62, -2.37], [4.30, -0.79, -1.30], [6.07, -2.68, -2.05], [6.59, -1.17, -2.82], [5.90, -2.53, -3.72], [4.31, -0.56, -3.41], [3.27, -2.71, -3.89], [2.33, -1.93, -2.56], [2.83, -4.78, -3.46], [1.61, -4.55, -2.30], [3.15, -5.52, -1.96], [4.27, -1.63, -0.71], [3.31, -0.56, -1.20], [5.21, 6.84, -0.12], [4.36, 6.51, -1.36], [3.10, 5.71, -1.03], [2.18, 6.48, -0.31], [0.93, 5.83, -0.30], [4.00, 7.81, -1.96], [5.42, 5.92, 0.42], [4.84, 7.60, 0.57], [6.23, 7.14, -0.39], [5.05, 6.02, -2.04], [3.35, 4.82, -0.44], [2.71, 5.42, -2.02], [0.89, 4.80, 0.08], [0.60, 5.71, -1.34], [0.14, 6.23, 0.34], [3.30, 7.75, -2.69], [3.58, 8.40, -1.26], [0.70, 2.53, -4.29], [1.97, 3.21, -4.82], [3.19, 2.32, -5.05], [3.10, 1.75, -6.35], [4.20, 0.93, -6.69], [1.59, 3.99, -6.01], [0.82, 1.68, -3.61], [0.22, 1.95, -5.10], [-0.06, 3.22, -3.92], [2.18, 3.96, -4.05], [3.46, 1.61, -4.26], [4.08, 2.97, -5.07], [4.21, -0.02, -6.15], [5.10, 1.49, -6.40], [4.26, 0.71, -7.75], [1.61, 3.29, -6.74], [2.41, 4.59, -6.17], [0.46, -3.57, 2.12], [0.45, -5.10, 2.47], [1.64, -5.19, 3.43], [1.66, -6.52, 4.17], [0.38, -6.68, 4.96], [-0.93, -6.52, 4.19], [-0.75, -5.49, 3.14], [-1.92, -5.23, 2.40], [-1.35, -7.86, 3.56], [-2.04, -6.03, 5.12], [0.86, -5.91, 1.20], [0.41, -2.95, 3.01], [-0.37, -3.36, 1.45], [1.40, -3.44, 1.57], [2.59, -5.18, 2.89], [1.65, -4.40, 4.18], [2.57, -6.54, 4.78], [1.71, -7.40, 3.52], [0.34, -5.99, 5.82], [0.41, -7.60, 5.56], [-2.12, -7.80, 2.80], [-0.46, -8.30, 3.08], [-1.58, -8.63, 4.30], [-1.90, -4.97, 5.34], [-2.99, -6.07, 4.58], [-2.16, -6.61, 6.04], [0.26, -5.46, 0.41], [0.51, -6.95, 1.27], [1.93, -6.07, 1.07], [-1.95, -5.96, 1.76]]}

---

No. 2
{"formula": "C43H19BF19GeHfN7O4S", "method": "wB97M-V/def2-TZVPD", "total_energy_ha": -6780.01432, "mol_weight_g_mol": 1352.6, "homo_lumo_gap_ev": 6.56, "de_lowest_kj_mol": 114.8, "symbols": ["Hf", "O", "C", "O", "C", "C", "C", "N", "C", "C", "C", "C", "C", "C", "C", "N", "C", "C", "C", "C", "C", "N", "H", "H", "H", "H", "H", "H", "H", "H", "H", "H", "O", "N", "N", "O", "C", "C", "C", "C", "C", "C", "H", "H", "H", "H", "H", "F", "B", "F", "F", "F", "F", "C", "C", "C", "F", "C", "F", "C", "F", "C", "F", "Ge", "S", "C", "C", "F", "C", "F", "C", "F", "C", "F", "C", "F", "C", "C", "F", "C", "F", "C", "F", "C", "F", "C", "F", "N", "C", "C", "C", "N", "H", "H", "H", "H"], "coordinates": [[-0.11, -0.30, -0.29], [-5.92, 3.03, 2.41], [-4.87, 2.84, 2.99], [-4.46, 2.96, 4.13], [-3.71, 2.19, 2.08], [-2.38, 2.40, 2.37], [-1.41, 1.71, 1.65], [-1.74, 0.75, 0.76], [-3.03, 0.48, 0.52], [-4.04, 1.22, 1.13], [-3.30, -0.59, -0.46], [-4.59, -0.83, -0.92], [-4.80, -1.78, -1.90], [-3.71, -2.48, -2.39], [-2.46, -2.19, -1.87], [-2.24, -1.28, -0.93], [0.01, 1.86, 1.95], [0.54, 3.03, 2.50], [1.83, 3.02, 2.99], [2.53, 1.82, 2.98], [1.95, 0.72, 2.38], [0.74, 0.74, 1.80], [-2.12, 3.07, 3.18], [-5.08, 1.09, 0.90], [-5.42, -0.25, -0.55], [-5.80, -1.96, -2.28], [-3.81, -3.21, -3.17], [-1.59, -2.72, -2.24], [-0.05, 3.93, 2.52], [2.27, 3.92, 3.40], [3.51, 1.74, 3.43], [2.45, -0.23, 2.40], [-0.76, -1.60, 1.24], [0.15, -2.25, 1.86], [1.31, -2.21, 1.36], [1.60, -1.53, 0.25], [2.33, -2.90, 2.05], [1.98, -3.92, 2.94], [2.97, -4.54, 3.67], [4.30, -4.16, 3.53], [4.64, -3.16, 2.64], [3.66, -2.53, 1.89], [0.95, -4.20, 3.05], [2.71, -5.34, 4.35], [5.07, -4.65, 4.11], [5.67, -2.86, 2.52], [3.91, -1.75, 1.19], [-0.50, 2.69, -2.99], [-1.18, 2.25, -1.91], [-0.23, 2.16, -0.79], [-2.26, 2.95, -1.57], [-1.48, 0.86, -2.06], [4.55, -3.59, -0.55], [4.92, -2.45, -1.15], [4.06, -1.82, -2.03], [4.51, -0.66, -2.63], [3.69, -0.05, -3.49], [5.76, -0.12, -2.37], [6.15, 1.02, -2.96], [6.61, -0.76, -1.47], [7.81, -0.25, -1.20], [6.19, -1.94, -0.86], [6.99, -2.56, 0.01], [2.19, -2.39, -2.53], [0.60, -0.97, -2.64], [2.38, -3.07, -4.42], [1.27, -3.72, -4.92], [0.24, -3.93, -4.08], [1.18, -4.19, -6.23], [0.09, -4.82, -6.67], [2.26, -3.98, -7.08], [2.21, -4.42, -8.34], [3.40, -3.33, -6.60], [4.44, -3.15, -7.41], [3.44, -2.89, -5.29], [4.56, -2.30, -4.84], [1.88, -4.15, -1.60], [2.73, -5.22, -1.79], [3.70, -5.10, -2.70], [2.62, -6.40, -1.06], [3.46, -7.41, -1.25], [1.61, -6.50, -0.09], [1.51, -7.60, 0.65], [0.71, -5.46, 0.08], [-0.25, -5.55, 1.00], [0.85, -4.32, -0.70], [-0.05, -3.31, -0.58], [2.19, 1.88, -1.80], [3.37, 2.51, -1.80], [4.12, 1.96, -0.79], [3.30, 0.98, -0.24], [2.11, 0.95, -0.84], [1.43, 2.05, -2.45], [3.60, 3.29, -2.50], [5.12, 2.22, -0.50], [3.53, 0.31, 0.56]]}

---

No. 3
{"formula": "C43H26ClIN2O6SSi", "method": "wB97M-V/def2-TZVPD", "total_energy_ha": -3660.93174, "mol_weight_g_mol": 889.2, "smiles": "O=C1c2ccccc2C(=O)c2ccccc21.O=C1c2ccccc2C(=O)c2ccccc21.O=C1c2ccccc2C(=O)c2ccccc21.N[Si@@](Cl)(I)N=C=S", "homo_lumo_gap_ev": 8.72, "symbols": ["N", "Si", "Cl", "I", "N", "C", "S", "H", "H", "C", "C", "C", "C", "C", "C", "C", "O", "C", "C", "C", "C", "C", "C", "C", "O", "H", "H", "H", "H", "H", "H", "H", "H", "C", "C", "C", "C", "C", "C", "C", "O", "C", "C", "C", "C", "C", "C", "C", "O", "H", "H", "H", "H", "H", "H", "H", "H", "C", "C", "C", "C", "C", "C", "C", "O", "C", "C", "C", "C", "C", "C", "C", "O", "H", "H", "H", "H", "H", "H", "H", "H"], "coordinates": [[4.80, 5.58, 2.07], [3.23, 4.71, 1.96], [1.67, 5.93, 2.73], [2.95, 4.07, -0.40], [3.36, 3.25, 2.98], [3.79, 3.53, 4.17], [3.87, 4.21, 5.69], [4.90, 6.08, 2.96], [5.53, 4.86, 1.95], [-1.44, 6.25, -0.45], [-1.38, 5.37, 0.62], [-1.99, 4.12, 0.53], [-2.66, 3.76, -0.64], [-2.74, 4.65, -1.71], [-2.11, 5.90, -1.62], [-3.49, 4.30, -2.93], [-3.55, 5.08, -3.87], [-4.17, 2.99, -3.00], [-4.94, 2.66, -4.12], [-5.57, 1.43, -4.20], [-5.44, 0.51, -3.16], [-4.69, 0.83, -2.04], [-4.06, 2.08, -1.95], [-3.29, 2.42, -0.74], [-3.18, 1.62, 0.18], [-0.96, 7.22, -0.38], [-0.87, 5.65, 1.53], [-1.94, 3.44, 1.37], [-2.16, 6.59, -2.45], [-5.04, 3.37, -4.94], [-6.17, 1.18, -5.07], [-5.93, -0.46, -3.23], [-4.59, 0.11, -1.23], [-4.67, -2.35, 0.68], [-4.62, -3.23, 1.76], [-5.22, -4.48, 1.67], [-5.89, -4.84, 0.50], [-5.97, -3.95, -0.57], [-5.35, -2.70, -0.48], [-6.72, -4.30, -1.79], [-6.78, -3.52, -2.73], [-7.40, -5.61, -1.86], [-8.17, -5.94, -2.99], [-8.80, -7.17, -3.06], [-8.67, -8.09, -2.03], [-7.92, -7.77, -0.90], [-7.29, -6.53, -0.81], [-6.52, -6.18, 0.40], [-6.41, -6.98, 1.31], [-4.19, -1.38, 0.75], [-4.10, -2.95, 2.67], [-5.17, -5.16, 2.51], [-5.39, -2.01, -1.31], [-8.27, -5.23, -3.80], [-9.40, -7.42, -3.94], [-9.16, -9.06, -2.09], [-7.82, -8.49, -0.09], [11.88, -1.75, 2.14], [11.55, -1.33, 3.43], [10.38, -0.61, 3.65], [9.54, -0.31, 2.58], [9.88, -0.71, 1.29], [11.05, -1.44, 1.08], [9.02, -0.35, 0.14], [9.31, -0.70, -0.99], [7.80, 0.45, 0.38], [7.00, 0.85, -0.70], [5.85, 1.59, -0.48], [5.47, 1.93, 0.82], [6.26, 1.54, 1.90], [7.43, 0.81, 1.68], [8.28, 0.43, 2.83], [7.95, 0.74, 3.97], [12.79, -2.31, 1.97], [12.21, -1.56, 4.26], [10.13, -0.30, 4.66], [11.31, -1.76, 0.07], [7.29, 0.59, -1.71], [5.24, 1.90, -1.32], [4.57, 2.51, 0.99], [5.97, 1.82, 2.91]]}

---

No. 4
{"formula": "C43H28Cl5GeInN2S2", "method": "wB97M-V/def2-TZVPD", "total_energy_ha": -7129.27031, "charge": -2, "mol_weight_g_mol": 1001.5, "homo_lumo_gap_ev": 3.73, "de_lowest_kj_mol": 142.0, "symbols": ["In", "S", "C", "C", "C", "C", "C", "C", "N", "C", "C", "C", "C", "C", "C", "C", "H", "H", "H", "H", "H", "H", "H", "H", "S", "C", "N", "C", "C", "C", "C", "H", "H", "H", "H", "H", "Cl", "C", "C", "C", "Cl", "C", "Cl", "C", "Cl", "C", "Cl", "C", "Ge", "C", "C", "C", "C", "C", "C", "C", "C", "C", "C", "C", "C", "C", "C", "C", "C", "C", "C", "H", "H", "H", "H", "H", "H", "H", "H", "H", "H", "H", "H", "H", "H", "H"], "coordinates": [[-0.07, 0.33, -1.47], [2.73, 4.15, 0.02], [1.16, 4.59, 0.62], [0.78, 5.71, 1.36], [-0.55, 5.81, 1.74], [-1.48, 4.83, 1.39], [-1.10, 3.72, 0.65], [0.23, 3.61, 0.27], [0.75, 2.57, -0.46], [2.03, 2.68, -0.64], [2.82, 1.62, -1.27], [4.20, 1.76, -1.41], [4.95, 0.71, -1.92], [4.30, -0.47, -2.27], [2.92, -0.59, -2.14], [2.14, 0.46, -1.65], [1.50, 6.47, 1.63], [-0.87, 6.67, 2.32], [-2.51, 4.93, 1.71], [-1.80, 2.94, 0.39], [4.70, 2.68, -1.12], [6.02, 0.80, -2.02], [4.88, -1.31, -2.64], [2.43, -1.51, -2.43], [-0.38, -1.71, -3.24], [-1.95, -1.64, -2.47], [-2.97, -1.32, -3.23], [-4.30, -1.23, -2.89], [-4.56, -1.49, -1.53], [-3.59, -1.80, -0.65], [-2.10, -1.82, -0.97], [-2.71, -1.14, -4.20], [-4.98, -0.85, -3.63], [-5.59, -1.45, -1.19], [-3.86, -2.04, 0.37], [-1.71, -2.83, -0.76], [-3.24, 1.71, -1.38], [-2.42, 2.12, -2.85], [-1.09, 1.71, -3.01], [-0.50, 2.11, -4.20], [1.17, 1.69, -4.49], [-1.15, 2.84, -5.19], [-0.35, 3.30, -6.66], [-2.48, 3.20, -5.00], [-3.33, 4.09, -6.22], [-3.12, 2.84, -3.82], [-4.77, 3.31, -3.57], [-1.30, -0.77, -0.11], [-0.15, -1.58, 1.16], [-1.15, -2.65, 2.52], [-0.53, -3.65, 3.27], [-1.21, -4.34, 4.27], [-2.54, -4.03, 4.53], [-3.18, -3.04, 3.79], [-2.48, -2.36, 2.80], [0.72, -0.23, 2.33], [0.15, 0.11, 3.56], [0.69, 1.11, 4.36], [1.82, 1.80, 3.96], [2.41, 1.47, 2.75], [1.86, 0.48, 1.95], [1.34, -2.86, 0.70], [1.07, -3.93, -0.16], [2.06, -4.80, -0.57], [3.37, -4.64, -0.12], [3.66, -3.59, 0.73], [2.65, -2.72, 1.14], [0.51, -3.90, 3.07], [-0.71, -5.11, 4.84], [-3.09, -4.57, 5.30], [-4.21, -2.80, 3.99], [-2.96, -1.58, 2.23], [-0.74, -0.41, 3.90], [0.21, 1.36, 5.31], [2.24, 2.58, 4.58], [3.30, 2.00, 2.41], [2.34, 0.24, 1.00], [0.07, -4.07, -0.55], [1.82, -5.61, -1.25], [4.15, -5.32, -0.45], [4.67, -3.44, 1.08], [2.91, -1.91, 1.81]]}